Record 1
{
  "formula": "C3H2IO2S",
  "method": "wB97M-V/def2-TZVPD",
  "fmax_ev_per_a": 5.2,
  "homo_lumo_gap_ev": 6.772,
  "total_charge": -1,
  "e_above_lowest_kcal_mol": 15.0,
  "symbols": ["C", "C", "C", "O", "O", "S", "I", "H", "H"],
  "coordinates": [[1.8496, -1.2497, -0.6937], [0.8148, -0.8061, -0.2929], [-0.4374, -0.2023, 0.5227], [-1.7959, 1.9067, 0.9027], [0.3834, 2.2019, -0.4534], [-0.9144, 1.5180, -0.2608], [-2.0794, -1.6907, 0.0441], [2.5666, -1.4106, -1.4355], [-0.3871, -0.2672, 1.6669]],
  "atomic_forces_ev_per_a": [[0.049, 0.117, -0.888], [-3.388, 1.536, 3.647], [2.058, -2.238, -1.516], [1.099, 0.431, -0.809], [-0.204, -0.065, 0.842], [-1.487, -0.466, 0.524], [0.622, 0.812, 0.278], [0.929, -0.420, -0.263], [0.322, 0.294, -1.814]]
}

=====

Record 2
{
  "formula": "CH6N4",
  "method": "wB97M-V/def2-TZVPD",
  "fmax_ev_per_a": 4.6,
  "homo_lumo_gap_ev": [7.105, 8.389],
  "multiplicity": 3,
  "e_above_lowest_kcal_mol": 8.6,
  "symbols": ["C", "N", "N", "N", "N", "H", "H", "H", "H", "H", "H"],
  "coordinates": [[1.4454, -0.4097, -0.2077], [-2.8457, 0.1196, -0.0326], [0.7267, 1.1139, 1.3745], [-2.5751, -1.0059, -0.3872], [0.6036, -0.0190, 0.9176], [1.3326, 0.3520, -1.0786], [2.5305, -0.2370, 0.0304], [1.2053, -1.4369, -0.3337], [-2.1543, 0.9665, -0.1920], [1.4110, 1.8436, 0.9055], [-1.6801, -1.2871, -0.9964]],
  "atomic_forces_ev_per_a": [[1.217, 2.455, -0.681], [1.311, 4.030, -0.255], [-0.175, 1.098, 0.210], [3.048, -2.720, -2.022], [0.749, 1.369, 0.206], [-0.413, -1.715, 1.014], [-0.871, -0.580, 0.184], [0.178, -0.735, -1.077], [-1.816, -1.862, 0.785], [-0.660, -1.879, 0.111], [-2.569, 0.540, 1.526]]
}

=====

Record 3
{
  "formula": "C25H26MoN7O5S",
  "method": "wB97M-V/def2-TZVPD",
  "fmax_ev_per_a": 0.6,
  "homo_lumo_gap_ev": [2.887, 3.394],
  "total_charge": 1,
  "multiplicity": 3,
  "e_above_lowest_kcal_mol": 0.0,
  "symbols": ["Mo", "C", "N", "C", "C", "C", "C", "C", "C", "C", "N", "C", "C", "C", "C", "C", "C", "N", "C", "C", "H", "H", "H", "H", "H", "H", "H", "H", "H", "H", "H", "H", "H", "H", "H", "H", "H", "H", "H", "H", "O", "S", "O", "O", "C", "N", "C", "C", "C", "N", "C", "C", "C", "N", "C", "C", "H", "H", "H", "H", "H", "H", "O", "N", "O"],
  "coordinates": [[-0.4559, -1.3792, 1.1863], [1.5591, 0.7796, 2.3367], [1.2840, -0.6839, 2.4171], [1.0628, -1.0358, 3.8540], [2.4271, -1.4464, 1.8932], [3.6552, -1.4296, 2.5266], [4.6834, -2.2388, 2.0657], [4.4597, -3.0953, 0.9987], [3.2390, -3.1043, 0.3461], [2.2253, -2.2405, 0.7564], [0.9578, -2.1051, 0.1244], [0.6302, -2.6763, -1.1372], [1.5478, -2.9369, -2.1527], [1.1190, -3.5046, -3.3405], [-0.2186, -3.8170, -3.5300], [-1.1463, -3.4928, -2.5514], [-0.7295, -2.8969, -1.3751], [-1.6936, -2.4044, -0.3799], [-2.5343, -3.5197, 0.1420], [-2.6007, -1.4129, -1.0377], [2.3993, 1.0364, 2.9819], [1.8029, 1.0560, 1.3139], [0.6796, 1.3288, 2.6679], [1.8985, -0.6891, 4.4600], [0.1559, -0.5418, 4.2006], [0.9688, -2.1131, 3.9589], [3.8207, -0.7953, 3.3869], [5.6451, -2.2185, 2.5582], [5.2405, -3.7654, 0.6676], [3.0768, -3.8081, -0.4541], [2.5846, -2.6583, -2.0445], [1.8388, -3.6977, -4.1236], [-0.5471, -4.2782, -4.4506], [-2.1957, -3.6899, -2.7251], [-3.1441, -3.9342, -0.6604], [-1.8978, -4.2990, 0.5512], [-3.1974, -3.1341, 0.9145], [-3.2138, -1.9073, -1.7902], [-3.2535, -0.9773, -0.2820], [-2.0152, -0.6328, -1.5174], [0.7034, 5.0652, -4.0620], [0.4948, 6.3870, -3.5018], [-0.1007, 7.3567, -4.3822], [1.5603, 6.8599, -2.6400], [-0.8000, 6.0650, -2.2410], [-1.6681, 7.0143, -1.8903], [-2.5449, 6.7059, -0.9469], [-2.5865, 5.4580, -0.3226], [-1.6278, 4.5555, -0.7555], [-0.7487, 4.8606, -1.7001], [-1.4467, 3.1782, -0.2555], [-2.1608, 2.6046, 0.7984], [-1.8776, 1.3145, 1.1863], [-0.9235, 0.5769, 0.5820], [-0.2382, 1.1251, -0.4533], [-0.4708, 2.3967, -0.8925], [-3.2517, 7.4809, -0.6702], [-3.3244, 5.2403, 0.4367], [-2.9293, 3.1516, 1.3252], [-2.4123, 0.8432, 2.0031], [0.5114, 0.4982, -0.9231], [0.0836, 2.8287, -1.7190], [-1.9625, -1.4747, 2.7290], [-1.6779, -2.6416, 3.1162], [-0.7197, -3.0909, 2.4225]],
  "atomic_forces_ev_per_a": [[0.153, -0.323, 0.074], [0.020, 0.056, -0.050], [0.005, -0.020, -0.037], [-0.050, 0.033, 0.013], [0.033, -0.093, -0.039], [-0.035, 0.010, 0.013], [-0.023, -0.010, -0.014], [0.010, 0.008, 0.014], [-0.033, -0.089, 0.047], [0.100, 0.103, -0.009], [-0.104, 0.155, 0.080], [-0.039, -0.024, -0.117], [0.021, 0.076, -0.030], [-0.021, -0.013, -0.002], [0.020, 0.016, 0.023], [-0.014, 0.014, 0.015], [0.067, 0.024, -0.060], [0.016, 0.085, -0.064], [0.020, -0.064, 0.037], [-0.044, 0.022, 0.029], [0.011, -0.025, -0.006], [-0.007, -0.001, 0.003], [0.013, 0.003, 0.000], [-0.001, 0.008, -0.001], [0.012, -0.006, 0.004], [0.014, 0.014, 0.005], [0.001, -0.004, 0.010], [0.003, 0.000, 0.005], [0.005, -0.004, 0.004], [-0.013, 0.018, 0.013], [-0.020, 0.003, 0.011], [-0.003, 0.001, -0.008], [-0.003, 0.003, -0.003], [-0.004, 0.004, -0.005], [0.021, 0.006, -0.016], [-0.009, 0.005, 0.005], [0.000, -0.010, -0.012], [-0.007, -0.010, 0.011], [0.001, -0.001, -0.005], [-0.013, -0.018, -0.002], [0.029, -0.039, -0.033], [-0.225, -0.045, 0.179], [0.031, 0.008, -0.037], [0.065, 0.015, 0.013], [0.386, 0.132, -0.410], [-0.277, 0.065, 0.200], [0.062, -0.019, -0.041], [0.074, -0.054, -0.037], [-0.058, 0.187, -0.027], [-0.107, -0.140, 0.164], [-0.021, -0.005, 0.024], [0.029, -0.085, 0.008], [-0.001, 0.034, 0.014], [0.098, 0.047, -0.169], [-0.030, 0.045, -0.022], [0.057, -0.131, -0.010], [0.005, -0.001, 0.002], [-0.003, -0.016, 0.004], [-0.002, 0.018, -0.003], [0.002, 0.008, -0.004], [-0.008, 0.009, 0.000], [-0.017, 0.021, 0.014], [-0.251, -0.078, 0.191], [0.080, 0.103, -0.106], [-0.019, -0.028, 0.150]]
}

=====

Record 4
{
  "formula": "C2H9BNO2",
  "method": "wB97M-V/def2-TZVPD",
  "fmax_ev_per_a": 5.7,
  "homo_lumo_gap_ev": [9.570, 9.479],
  "total_charge": 1,
  "e_above_lowest_kcal_mol": 112.3,
  "symbols": ["B", "C", "C", "N", "O", "O", "H", "H", "H", "H", "H", "H", "H", "H", "H"],
  "coordinates": [[1.5048, -0.0707, -0.0858], [-1.8776, 0.1199, -0.7433], [0.1504, -0.7993, 0.1586], [-0.9863, 0.0313, 0.4829], [2.6055, -0.7673, -0.4166], [1.2927, 1.2480, 0.1740], [-2.3562, -0.7619, -0.8984], [-2.6367, 0.9406, -0.4736], [-1.3129, 0.5766, -1.4672], [0.7839, -1.3096, 2.1731], [-0.2868, -1.7082, -0.3463], [-0.4901, 0.9937, 0.6774], [-1.6472, -0.2509, 1.2018], [3.4022, -0.2495, -0.4860], [1.8545, 2.0073, 0.0493]],
  "atomic_forces_ev_per_a": [[0.014, -0.342, 0.228], [-0.954, 4.541, 3.321], [-0.702, -3.066, 1.284], [0.369, 2.476, -0.699], [-0.591, 0.136, -0.038], [-0.437, 0.661, 0.062], [-1.010, -2.590, -0.792], [0.739, -1.393, -0.388], [1.303, 0.281, -2.284], [-0.553, 0.319, -1.875], [1.325, 0.605, 0.790], [-1.510, -1.606, -0.087], [0.756, -0.203, 0.677], [0.622, 0.162, -0.115], [0.630, 0.021, -0.084]]
}

=====

Record 5
{
  "formula": "C4H7NO2",
  "method": "wB97M-V/def2-TZVPD",
  "fmax_ev_per_a": 4.6,
  "homo_lumo_gap_ev": 9.531,
  "smiles": "CCC(=O)/C=N/O",
  "e_above_lowest_kcal_mol": 77.6,
  "symbols": ["C", "C", "C", "C", "O", "N", "O", "H", "H", "H", "H", "H", "H", "H"],
  "coordinates": [[-0.3263, -0.4821, 1.1739], [-0.8630, -1.4121, 0.1127], [-0.1570, 1.1799, 0.8649], [0.5138, 1.4457, -0.3766], [1.5885, 0.7188, -2.1955], [0.7058, 0.4347, -1.1666], [-0.3286, 1.9578, 1.7633], [1.5067, -0.0314, -2.8028], [0.8706, 2.4531, -0.5838], [-1.0685, -0.3867, 1.9719], [0.5614, -0.8729, 1.6733], [-1.6587, -0.9323, -0.4518], [-1.2600, -2.3147, 0.5807], [-0.0845, -1.7579, -0.5636]],
  "atomic_forces_ev_per_a": [[-1.071, 2.558, 0.679], [0.202, -0.469, -0.109], [0.386, -4.206, 1.693], [0.660, -0.165, -2.360], [-0.617, 0.305, 0.101], [0.607, 1.376, 0.612], [-0.275, 0.366, -0.474], [-0.005, 0.068, 0.301], [0.222, -0.100, -0.110], [-0.001, -0.227, 0.071], [0.285, 0.351, -0.290], [-0.040, -0.104, -0.161], [-0.193, 0.089, 0.134], [-0.159, 0.159, -0.088]]
}

=====

Record 6
{
  "formula": "C4H5N2OS2",
  "method": "wB97M-V/def2-TZVPD",
  "fmax_ev_per_a": 4.3,
  "homo_lumo_gap_ev": 6.506,
  "total_charge": -1,
  "smiles": "CCSN=C=NC([O-])=S",
  "e_above_lowest_kcal_mol": 12.8,
  "symbols": ["C", "C", "C", "C", "N", "N", "O", "S", "S", "H", "H", "H", "H", "H"],
  "coordinates": [[-1.3991, -0.3330, 0.3419], [-3.5263, -0.9405, -0.9710], [2.2991, 0.0565, -0.3510], [1.8806, 1.0770, 0.7563], [-2.1497, -0.6194, -0.5543], [-0.7236, 0.3111, 1.1619], [-3.8778, -0.4717, -2.0172], [-4.3737, -1.9620, 0.0552], [0.8094, 0.1098, 1.9403], [3.0795, 0.5339, -0.9869], [2.5907, -0.8695, 0.1723], [1.4623, -0.1985, -1.0018], [1.1247, 1.8580, 0.3985], [2.8039, 1.4484, 1.0557]],
  "atomic_forces_ev_per_a": [[-1.010, 0.344, -1.213], [0.019, -0.611, 0.494], [-0.346, 0.851, -0.061], [-3.344, -1.587, -2.108], [1.438, 0.198, 0.923], [1.289, 0.155, 0.690], [0.070, 0.756, -0.990], [-0.284, -0.479, 0.717], [-0.573, 0.382, -0.379], [-0.216, -0.698, 0.382], [0.400, 0.431, -0.524], [-0.057, 0.000, 0.051], [1.481, -0.797, 0.317], [1.133, 1.055, 1.700]]
}